# 1
Computed, not measured: a structure of composition CH2NO2S, with the ωB97M-V functional and the def2-TZVPD basis.

The geometry in ORCA input format:
```
! wB97M-V def2-TZVPD RIJCOSX def2/J DEFGRID3
* xyz -1 1
C 0.657 0.052 0.066
N 1.513 0.290 0.916
O -1.998 -1.395 -0.085
O -2.063 0.992 -0.673
S -1.670 0.006 0.323
H 1.111 -0.060 -1.085
H 2.451 0.115 0.538
*
```

Results
- gap between HOMO and LUMO (eV) = 7.13
- HOMO level (hartree) = -0.108
- lowest unoccupied orbital energy (eV) = 4.2

# 2
Computed, not measured: an isolated molecule of C22H29N5O4, with the ωB97M-V functional and the def2-TZVPD basis.

The geometry in ORCA input format:
```
! wB97M-V def2-TZVPD RIJCOSX def2/J DEFGRID3
* xyz 0 1
C -4.683 -0.417 -1.783
N -3.415 0.206 -1.442
C -3.472 1.496 -0.942
O -4.523 2.091 -0.817
N -2.270 2.082 -0.612
C -1.120 1.367 -0.716
C -1.096 0.076 -1.215
N 0.238 -0.319 -1.151
C 0.912 0.749 -0.638
N 0.114 1.779 -0.372
N 2.245 0.769 -0.379
C 2.703 1.822 0.506
H 1.865 2.072 1.157
C 3.901 1.383 1.350
H 3.683 0.427 1.824
H 4.019 2.125 2.143
C 5.209 1.304 0.561
H 6.047 1.467 1.241
H 5.227 2.125 -0.160
C 5.449 -0.027 -0.161
C 4.199 -0.674 -0.766
H 3.674 -1.238 0.007
C 3.211 0.330 -1.371
H 2.678 -0.114 -2.213
H 3.754 1.200 -1.758
H 4.516 -1.384 -1.532
H 5.892 -0.740 0.537
H 6.183 0.145 -0.952
H 2.966 2.723 -0.066
C 0.675 -1.675 -1.346
H 0.429 -1.983 -2.370
H 1.750 -1.744 -1.192
C -0.009 -2.666 -0.377
O 0.464 -3.972 -0.629
H 0.097 -4.273 -1.468
H -1.091 -2.616 -0.536
C 0.318 -2.372 1.096
O -0.141 -1.128 1.560
C -1.482 -0.913 1.731
C -2.482 -1.865 1.579
C -3.809 -1.499 1.743
C -4.154 -0.200 2.067
C -3.153 0.741 2.254
C -1.830 0.389 2.093
H -1.035 1.107 2.229
H -3.411 1.754 2.522
H -5.190 0.080 2.174
H -4.577 -2.247 1.614
H -2.250 -2.889 1.336
H 1.404 -2.339 1.220
H -0.068 -3.198 1.705
C -2.281 -0.590 -1.630
O -2.381 -1.718 -2.092
C -2.238 3.429 -0.087
H -1.697 4.080 -0.774
H -1.729 3.431 0.875
H -3.266 3.767 0.020
H -4.964 -1.129 -1.007
H -5.438 0.361 -1.861
H -4.570 -0.948 -2.727
*
```

Results
- gap between HOMO and LUMO (eV) = 8.25
- HOMO level (hartree) = -0.280
- lowest unoccupied orbital energy (eV) = 0.6

# 3
Computed, not measured: a cluster of 2 separate species, C4H9FOS in total, with the ωB97M-V functional and the def2-TZVPD basis.

The geometry in ORCA input format:
```
! wB97M-V def2-TZVPD RIJCOSX def2/J DEFGRID3
* xyz 0 1
C 3.371 -1.384 -0.122
C -2.272 -0.683 -0.333
C -1.413 1.620 0.280
C -1.173 0.139 0.285
O -0.196 -0.376 0.779
F 2.082 1.174 -0.747
S 2.962 0.067 0.480
H 2.643 -2.141 -0.341
H 4.367 -1.500 -0.503
H -3.245 -0.257 -0.108
H -2.221 -1.710 0.019
H -2.140 -0.687 -1.415
H -1.811 1.933 -0.682
H -2.150 1.849 1.049
H -0.497 2.162 0.494
H 1.694 -0.206 0.866
*
```

Results
- gap between HOMO and LUMO (eV) = 10.03
- HOMO level (hartree) = -0.338
- lowest unoccupied orbital energy (eV) = 0.8

# 4
Computed, not measured: an isolated molecule of C2H4NOPS, with the ωB97M-V functional and the def2-TZVPD basis.

The geometry in ORCA input format:
```
! wB97M-V def2-TZVPD RIJCOSX def2/J DEFGRID3
* xyz 0 1
C -0.541 -0.195 -0.935
C 0.474 0.910 -0.420
N -0.272 -1.354 -0.272
O -1.119 -0.094 -1.974
P 0.878 -1.335 1.318
S 1.904 0.201 0.375
H 0.795 1.547 -1.264
H -0.007 1.647 0.189
H -0.704 -2.294 -0.457
H -0.242 -0.794 2.047
*
```

Results
- gap between HOMO and LUMO (eV) = 9.52
- HOMO level (hartree) = -0.345
- lowest unoccupied orbital energy (eV) = 0.1

# 5
Computed, not measured: an isolated molecule of C5H6ClNO2S, with the ωB97M-V functional and the def2-TZVPD basis.

The geometry in ORCA input format:
```
! wB97M-V def2-TZVPD RIJCOSX def2/J DEFGRID3
* xyz 0 1
C -0.558 3.060 1.214
C 0.687 2.162 1.077
C -0.114 -0.132 1.545
C -0.543 -1.352 0.853
C -0.422 -1.242 -0.438
H -1.318 2.595 1.846
H -1.091 3.209 0.264
H -0.314 4.016 1.575
H 1.190 1.991 2.053
H 1.460 2.593 0.460
H -0.967 -2.255 1.405
N 0.241 0.856 0.592
O 0.070 0.036 2.765
O 1.521 0.153 -1.661
S 0.173 0.392 -1.020
Cl -0.615 -2.406 -1.751
*
```

Results
- gap between HOMO and LUMO (eV) = 9.37
- HOMO level (hartree) = -0.364
- lowest unoccupied orbital energy (eV) = -0.5

# 6
Computed, not measured: a structure of composition C3H10F2KN3O6S2, with the ωB97M-V functional and the def2-TZVPD basis.

The geometry in ORCA input format:
```
! wB97M-V def2-TZVPD RIJCOSX def2/J DEFGRID3
* xyz 0 1
K 0.760 0.463 1.170
N -1.543 2.394 -2.375
S -1.133 2.346 -3.766
O -1.523 3.310 -4.820
O -0.754 0.988 -4.240
F 0.253 2.968 -3.295
S -3.211 2.200 -2.742
O -3.582 1.188 -3.712
O -3.957 3.460 -2.487
F -3.596 1.299 -1.388
C 4.656 -1.244 -2.857
C 3.789 -2.313 -2.257
O 3.803 -2.188 -0.845
H 5.648 -1.147 -2.416
H 4.073 -0.323 -2.884
H 4.938 -1.426 -3.894
H 4.312 -3.237 -2.504
H 2.771 -2.317 -2.646
H 4.257 -2.981 -0.550
C -2.200 -0.681 5.787
O -1.491 -1.171 4.958
N -1.924 0.414 6.416
N -3.384 -1.021 5.908
H -0.999 0.731 6.163
H -2.293 0.667 7.321
H -3.672 -1.858 5.422
H -3.999 -0.522 6.534
*
```

Results
- gap between HOMO and LUMO (eV) = 6.83
- HOMO level (hartree) = -0.317
- lowest unoccupied orbital energy (eV) = -1.8

# 7
Computed, not measured: a structure of composition C28H24N6O8SSn, with the ωB97M-V functional and the def2-TZVPD basis.

The geometry in ORCA input format:
```
! wB97M-V def2-TZVPD RIJCOSX def2/J DEFGRID3
* xyz 0 1
Sn 0.129 -0.069 0.830
C -1.557 1.693 -3.046
C -1.176 0.818 -1.899
N -0.284 1.132 -1.034
N 0.408 2.298 -1.165
C 1.545 2.219 -0.488
O 1.917 1.182 0.144
C 2.406 3.427 -0.467
C 1.951 4.645 -0.963
C 2.768 5.763 -0.907
C 4.042 5.667 -0.363
C 4.500 4.452 0.126
C 3.682 3.334 0.077
C -1.757 -0.532 -1.758
C -2.773 -0.995 -2.581
C -3.185 -2.313 -2.448
C -2.561 -3.125 -1.519
C -1.565 -2.579 -0.721
N -1.187 -1.310 -0.833
H -0.971 2.606 -3.021
H -2.619 1.943 -2.993
H -1.385 1.179 -3.993
H 0.957 4.706 -1.385
H 2.411 6.711 -1.286
H 4.678 6.542 -0.321
H 5.495 4.376 0.545
H 4.023 2.377 0.450
H -3.228 -0.342 -3.311
H -3.979 -2.700 -3.073
H -2.840 -4.161 -1.394
H -1.062 -3.157 0.042
C -2.330 3.041 0.801
C -2.692 1.697 1.320
N -1.962 0.587 1.367
C -2.705 -0.367 2.013
C -3.916 0.152 2.342
N -3.881 1.448 1.896
C -5.143 -0.366 3.002
O -5.112 -1.611 3.410
O -6.087 0.378 3.137
C -2.101 -1.692 2.271
O -2.780 -2.577 2.807
O -0.899 -1.783 1.881
H -1.536 2.993 0.062
H -1.961 3.648 1.628
H -3.210 3.521 0.371
H -4.649 2.091 2.025
H -4.227 -2.052 3.195
N 5.536 -5.243 0.472
C 4.707 -4.449 0.535
C 3.671 -3.452 0.609
C 3.413 -2.643 -0.494
C 2.419 -1.682 -0.415
C 1.670 -1.533 0.748
C 1.929 -2.348 1.845
C 2.934 -3.302 1.780
H 3.996 -2.765 -1.397
H 2.244 -1.034 -1.265
H 1.350 -2.239 2.750
H 3.146 -3.934 2.632
C 2.197 2.156 3.489
S 0.522 1.719 3.176
O 0.510 0.228 3.048
O -0.304 2.252 4.217
O 0.200 2.196 1.808
H 2.234 3.215 3.732
H 2.765 1.938 2.586
H 2.546 1.557 4.327
*
```

Results
- gap between HOMO and LUMO (eV) = 7.75
- HOMO level (hartree) = -0.332
- lowest unoccupied orbital energy (eV) = -1.3

# 8
Computed, not measured: a cluster of 7 separate species, C4H20N2O8 in total, with the ωB97M-V functional and the def2-TZVPD basis.

The geometry in ORCA input format:
```
! wB97M-V def2-TZVPD RIJCOSX def2/J DEFGRID3
* xyz 0 1
C 2.151 -0.088 1.179
C 1.501 0.016 -0.246
C 2.121 -0.997 -1.174
O 2.872 -1.891 -0.877
N 1.339 -1.068 1.899
C 0.157 -0.858 2.550
N -0.140 0.430 2.929
O -0.578 -1.802 2.821
H 3.130 -0.548 1.021
H 2.170 0.890 1.645
H 1.663 1.073 -0.536
H 0.410 -0.043 -0.232
H 2.034 -0.811 -2.269
H 1.464 -2.032 1.617
H 0.474 1.192 2.663
H -0.758 0.601 3.701
H -0.672 -0.025 -3.323
H 0.164 0.903 -2.660
O -0.489 0.936 -3.351
H -2.447 1.440 1.075
H -2.369 1.810 -0.415
O -1.838 1.691 0.397
H -0.757 -3.799 0.222
H -0.518 -2.510 0.969
O -0.883 -2.849 0.110
H -0.975 -2.390 -2.243
H -1.147 -1.275 -1.186
O -1.009 -1.422 -2.128
H -3.126 1.079 -1.905
H -1.991 1.495 -2.865
O -2.604 1.843 -2.154
H 0.400 3.730 1.193
H -0.278 2.490 0.554
O 0.528 2.791 1.019
*
```

Results
- gap between HOMO and LUMO (eV) = 9.87
- HOMO level (hartree) = -0.350
- lowest unoccupied orbital energy (eV) = 0.3

# 9
Computed, not measured: a cluster of 2 separate species, C5H13N3 in total, with the ωB97M-V functional and the def2-TZVPD basis.

The geometry in ORCA input format:
```
! wB97M-V def2-TZVPD RIJCOSX def2/J DEFGRID3
* xyz 0 1
C -1.538 0.833 0.819
C 1.376 1.609 -0.404
C -1.076 -1.403 -1.935
C -0.086 -1.627 0.385
N 0.974 1.912 0.788
C -0.563 -0.664 -0.704
N 1.541 1.249 1.836
N -1.491 0.337 -0.350
H 1.463 1.773 2.695
H 2.466 0.849 1.674
H -2.136 1.725 0.951
H -1.138 0.366 1.720
H 0.393 0.034 -0.958
H 2.352 1.146 -0.580
H 1.008 2.250 -1.191
H -1.384 -0.691 -2.696
H -0.324 -2.083 -2.328
H -0.926 -2.216 0.758
H 0.664 -2.309 -0.019
H 0.374 -1.089 1.209
H -1.949 -2.000 -1.672
*
```

Results
- gap between HOMO and LUMO (eV) = 9.81
- HOMO level (hartree) = -0.326
- lowest unoccupied orbital energy (eV) = 0.9

# 10
Computed, not measured: a structure of composition C45H50N3P2V, with the ωB97M-V functional and the def2-TZVPD basis.

The geometry in ORCA input format:
```
! wB97M-V def2-TZVPD RIJCOSX def2/J DEFGRID3
* xyz 2 1
V 8.632 10.701 12.344
C 11.826 7.820 11.518
C 10.405 7.206 11.799
C 10.238 5.722 11.340
P 9.057 8.442 11.191
C 8.912 8.080 9.391
C 9.996 8.870 8.612
C 7.475 8.267 8.974
C 7.695 7.792 12.216
C 7.085 6.595 11.858
C 6.124 5.968 12.664
C 6.029 6.322 13.992
C 6.759 7.483 14.452
C 7.435 8.328 13.527
N 8.175 9.441 13.844
C 8.244 9.985 15.125
C 7.087 10.210 15.885
C 7.140 10.771 17.171
C 8.361 10.813 17.830
C 9.545 10.571 17.100
C 9.513 10.325 15.718
P 10.912 10.355 14.625
C 11.830 8.751 14.877
C 13.236 8.779 14.214
C 11.856 8.131 16.340
C 12.101 11.772 15.208
C 12.992 11.661 16.463
C 11.330 13.057 15.318
H 12.626 7.247 12.081
H 11.855 8.859 11.816
H 12.051 7.785 10.412
H 10.235 7.222 12.890
H 9.725 5.593 10.381
H 9.802 5.053 12.100
H 11.284 5.446 11.108
H 9.090 7.025 9.291
H 9.503 9.570 7.895
H 10.614 8.201 7.965
H 10.621 9.524 9.273
H 7.330 9.250 8.545
H 6.680 8.080 9.712
H 7.229 7.547 8.120
H 7.344 6.084 10.936
H 5.455 5.268 12.215
H 5.264 5.925 14.731
H 6.807 7.741 15.532
H 6.129 10.072 15.374
H 6.227 11.101 17.673
H 8.412 10.975 18.899
H 10.504 10.632 17.659
H 11.276 8.060 14.220
H 13.984 9.182 14.933
H 13.216 9.467 13.342
H 13.530 7.754 13.811
H 12.601 8.607 16.948
H 12.336 7.108 16.265
H 10.875 8.060 16.793
H 12.659 11.884 14.236
H 12.441 11.571 17.465
H 13.766 12.475 16.532
H 13.518 10.719 16.365
H 10.911 13.106 16.308
H 10.540 13.170 14.572
H 11.912 13.954 15.202
N 10.054 11.792 11.292
C 9.758 12.422 9.969
C 10.805 12.980 9.296
C 10.571 13.495 7.988
C 9.285 13.685 7.531
C 8.190 13.182 8.249
C 8.449 12.464 9.445
C 7.217 12.089 10.241
C 6.060 12.860 9.968
C 4.791 12.524 10.401
C 4.672 11.374 11.191
C 5.808 10.582 11.519
C 7.091 11.064 11.216
H 10.963 11.299 11.260
H 10.222 12.503 12.005
H 11.811 12.939 9.716
H 11.402 13.687 7.340
H 9.026 14.081 6.551
H 7.221 13.234 7.853
H 6.304 13.775 9.418
H 3.962 13.093 10.081
H 3.662 10.996 11.455
H 5.686 9.727 12.202
N 5.756 18.780 17.524
C 6.214 17.871 16.971
C 6.730 16.654 16.385
C 7.882 16.689 15.535
C 8.105 15.643 14.680
C 7.410 14.368 14.846
C 6.417 14.339 15.808
C 6.037 15.469 16.511
C 7.798 13.298 14.072
C 8.210 12.299 13.409
H 8.457 17.564 15.458
H 8.744 15.685 13.804
H 5.823 13.452 15.867
H 5.120 15.411 17.112
*
```

Results
- gap between HOMO and LUMO (spin up / spin down) (eV) = 5.20 / 4.27
- HOMO level (spin up / spin down) (hartree) = -0.478 / -0.477
- lowest unoccupied orbital energy (spin up / spin down) (eV) = -7.8 / -8.7

# 11
Computed, not measured: a cluster of 3 separate species, C3H11NO4 in total, with the ωB97M-V functional and the def2-TZVPD basis.

The geometry in ORCA input format:
```
! wB97M-V def2-TZVPD RIJCOSX def2/J DEFGRID3
* xyz 0 1
C 1.510 -0.010 1.960
N 0.551 -1.009 1.478
C -0.851 -0.684 1.693
C -1.510 0.056 0.525
O -1.180 1.377 0.601
O -2.201 -0.358 -0.364
H 1.897 -0.308 2.931
H 0.973 0.926 2.080
H 2.343 0.130 1.280
H 0.636 -1.354 0.536
H -0.911 -0.049 2.554
H -1.479 -1.564 1.812
H -1.535 1.836 -0.134
H 1.149 0.869 -2.450
H 1.949 2.125 -2.436
O 2.052 1.178 -2.313
H -0.963 -0.947 -3.977
H -1.673 -1.166 -2.739
O -0.758 -1.048 -3.037
*
```

Results
- gap between HOMO and LUMO (eV) = 9.27
- HOMO level (hartree) = -0.323
- lowest unoccupied orbital energy (eV) = 0.5

# 12
Computed, not measured: a cluster of 2 separate species, C8H9O2 in total, with the ωB97M-V functional and the def2-TZVPD basis.

The geometry in ORCA input format:
```
! wB97M-V def2-TZVPD RIJCOSX def2/J DEFGRID3
* xyz 1 1
C -0.511 0.520 2.984
C -1.009 0.467 1.770
C 0.772 0.009 3.397
C 1.423 -0.642 2.407
C -0.096 -0.087 0.680
C 1.581 -1.025 -2.456
C -0.409 0.136 -0.621
C -1.259 0.136 -1.729
O 1.109 -0.522 1.137
O 2.193 -0.102 -3.030
H -0.999 1.158 3.715
H -1.973 0.872 1.664
H 0.970 -0.058 4.464
H 2.441 -1.044 2.523
H 1.976 -2.013 -2.737
H -2.300 0.179 -1.362
H -0.955 1.131 -2.364
H -1.115 -0.712 -2.348
H 3.115 -0.315 -3.483
*
```

Results
- gap between HOMO and LUMO (spin up / spin down) (eV) = 6.46 / 6.46
- HOMO level (spin up / spin down) (hartree) = -0.442 / -0.442
- lowest unoccupied orbital energy (spin up / spin down) (eV) = -5.6 / -5.6